{
  "formula": "C47H114N8O11",
  "method": "ωB97M-V/def2-TZVPD",
  "gap_ev": 7.7,
  "energy_ev": -84968.198,
  "e_homo_ev": -19.229,
  "total_charge": 6,
  "multiplicity": 1,
  "symbols": ["C", "C", "C", "O", "C", "C", "C", "O", "O", "O", "H", "H", "C", "C", "C", "O", "C", "N", "H", "H", "H", "H", "H", "H", "H", "H", "H", "H", "H", "H", "C", "C", "C", "O", "C", "N", "H", "H", "H", "H", "H", "H", "H", "H", "H", "H", "H", "H", "C", "C", "C", "O", "C", "N", "H", "H", "H", "H", "H", "H", "H", "H", "H", "H", "H", "H", "C", "C", "C", "O", "C", "N", "H", "H", "H", "H", "H", "H", "H", "H", "H", "H", "H", "H", "C", "C", "C", "O", "C", "N", "H", "H", "H", "H", "H", "H", "H", "H", "H", "H", "H", "H", "C", "N", "C", "C", "C", "C", "O", "H", "H", "H", "H", "H", "H", "H", "H", "H", "H", "H", "H", "H", "H", "C", "N", "C", "C", "C", "C", "O", "H", "H", "H", "H", "H", "H", "H", "H", "H", "H", "H", "H", "H", "H", "C", "C", "C", "C", "N", "C", "C", "C", "C", "C", "C", "C", "H", "H", "H", "H", "H", "H", "H", "H", "H", "H", "H", "H", "H", "H", "H", "H", "H", "H", "H", "H", "H", "H", "H", "H"],
  "positions_angstrom": [[0.4069, -0.0922, 0.9193], [1.2027, -1.2636, 0.8171], [0.5428, -2.5292, 0.3017], [1.1348, -3.6201, 0.4299], [-0.8004, -2.4742, -0.1559], [-1.5969, -1.3393, -0.0158], [-0.9710, -0.0796, 0.6418], [-1.7450, 0.8884, 0.8971], [-2.7761, -1.3288, -0.3940], [2.3185, -1.2992, 1.3444], [0.7240, 0.7601, 1.5096], [-1.2891, -3.4200, -0.3444], [-5.4702, 7.0835, -4.1553], [-4.8043, 7.7110, -2.9380], [-4.2600, 6.7436, -1.8900], [-3.1159, 5.9767, -2.2567], [-3.3717, 4.7722, -2.9538], [-3.6356, 8.5526, -3.4173], [-2.7519, 8.0220, -3.3410], [-3.7097, 8.9185, -4.3697], [-3.4449, 9.2817, -2.7141], [-6.1296, 7.7869, -4.6617], [-5.9744, 6.1545, -3.8991], [-4.7687, 6.7812, -4.9453], [-5.5292, 8.3687, -2.4613], [-5.0613, 6.1270, -1.4737], [-3.8567, 7.3127, -1.0427], [-2.4010, 4.4090, -3.3045], [-3.9631, 4.9231, -3.8557], [-3.7510, 3.9869, -2.2946], [0.7096, -2.7536, 4.1695], [2.1499, -3.1375, 4.4576], [2.3187, -4.1201, 5.5876], [3.6105, -4.6120, 5.4923], [3.8025, -5.8146, 6.2500], [2.7057, -3.7696, 3.2144], [2.5024, -3.1564, 2.3956], [3.7107, -3.9601, 3.2559], [2.2374, -4.6403, 2.9495], [0.1649, -2.6924, 5.1130], [0.1883, -3.6202, 3.7180], [0.5886, -1.9531, 3.4462], [2.7578, -2.2465, 4.6126], [1.5168, -4.8749, 5.5018], [2.1933, -3.6162, 6.5536], [4.7732, -6.2167, 5.9759], [3.0312, -6.5316, 5.9566], [3.7948, -5.6689, 7.3303], [-1.7667, -7.9149, 1.1857], [-1.8622, -6.4687, 1.5779], [-1.9620, -6.2754, 3.0537], [-2.4122, -4.9774, 3.3838], [-2.2916, -4.6842, 4.7619], [-0.7521, -5.6063, 1.0450], [0.1412, -6.1196, 1.0461], [-0.8893, -5.4198, 0.0498], [-0.6098, -4.7543, 1.5951], [-0.8733, -8.3946, 1.6006], [-1.5728, -8.0171, 0.1094], [-2.6767, -8.4609, 1.4019], [-2.7959, -6.1055, 1.1403], [-1.0224, -6.5308, 3.5758], [-2.6648, -7.0271, 3.4409], [-2.4421, -3.6242, 4.9704], [-1.3392, -4.9759, 5.2255], [-3.0714, -5.1797, 5.3571], [-4.0903, -2.6344, 2.3768], [-5.0945, -1.6752, 1.8252], [-6.3708, -1.5621, 2.6126], [-7.3767, -0.9686, 1.8276], [-7.6818, 0.3722, 2.1172], [-4.4416, -0.3420, 1.6492], [-5.0024, 0.3218, 1.1088], [-4.1575, 0.1209, 2.5144], [-3.5632, -0.4523, 1.0919], [-3.1816, -2.7582, 1.7668], [-4.4141, -3.6747, 2.3229], [-3.7116, -2.4240, 3.3781], [-5.3640, -1.9960, 0.8199], [-6.2341, -1.0757, 3.5902], [-6.7418, -2.5596, 2.8633], [-8.4608, 0.4355, 2.8832], [-8.1918, 0.7723, 1.2379], [-6.8126, 0.9812, 2.3813], [-0.3456, 4.6074, 4.2947], [-0.8510, 4.1828, 2.9056], [0.0995, 4.6920, 1.8383], [-0.1830, 4.1755, 0.5465], [-0.7395, 5.2434, -0.2153], [-0.9283, 2.6689, 2.8688], [-0.0020, 2.3011, 3.0971], [-1.6395, 2.3383, 3.5209], [-1.1731, 2.1753, 1.9490], [0.7088, 4.3259, 4.4144], [-0.9179, 4.0596, 5.0386], [-0.2806, 5.6922, 4.3099], [-1.8633, 4.5535, 2.7455], [1.1421, 4.5022, 2.1389], [0.1360, 5.7847, 1.7701], [-1.6060, 5.7282, 0.2372], [-1.0008, 4.9419, -1.2305], [0.0341, 5.9888, -0.4570], [-1.1525, -3.5113, -3.3638], [-2.4392, -3.9562, -3.9842], [-2.6391, -5.4216, -3.8112], [-3.5242, -3.2558, -3.1896], [-2.5846, -3.5583, -5.4235], [-2.2904, -2.1227, -5.7378], [-3.4059, -1.2813, -5.4657], [-1.1960, -2.4619, -3.0919], [-0.3255, -3.6507, -4.0571], [-1.0302, -4.0885, -2.4576], [-3.5843, -5.6854, -4.2905], [-2.8541, -5.5870, -2.7571], [-1.8366, -6.0053, -4.2458], [-4.4422, -3.8374, -3.2504], [-3.5676, -2.2174, -3.4761], [-3.2515, -3.3836, -2.1400], [-3.5673, -3.9027, -5.7309], [-1.7985, -4.0840, -5.9744], [-1.9879, -2.0073, -6.7857], [-1.3549, -1.8082, -5.2407], [-3.1891, -0.4036, -5.8002], [6.8610, 0.1094, 2.1866], [7.0357, 1.5495, 2.5244], [7.7827, 1.6951, 3.8562], [7.8205, 2.2010, 1.4559], [5.6518, 2.1675, 2.6659], [4.9108, 2.6481, 1.3995], [4.9848, 1.8109, 0.2427], [6.2947, 0.0078, 1.2755], [6.4458, -0.3405, 3.0866], [7.8263, -0.3718, 2.0223], [8.2948, 0.7569, 4.0180], [7.0157, 1.8092, 4.6219], [8.3098, 2.6380, 3.8086], [7.2659, 2.1142, 0.5221], [8.7236, 1.6166, 1.2961], [8.0077, 3.2536, 1.6386], [5.8604, 3.0833, 3.2251], [5.0924, 1.4895, 3.3037], [5.2289, 3.6515, 1.1459], [3.8538, 2.6019, 1.6920], [4.7405, 0.9153, 0.5079], [4.0135, 5.2033, -1.4240], [3.1269, 4.0033, -1.3118], [3.2977, 2.9726, -2.4272], [2.0612, 2.1210, -2.5676], [2.1020, 1.1604, -3.7193], [0.7897, 0.4978, -3.9987], [0.2592, 1.0434, -5.3169], [1.5365, 1.3406, -6.0994], [2.4293, 1.9238, -5.0138], [3.2074, 0.1506, -3.4897], [3.0044, -0.5754, -2.1418], [3.5657, -1.9956, -2.1550], [3.7441, 6.0006, -0.7303], [3.7680, 5.7227, -2.3604], [5.0760, 4.9773, -1.4733], [2.0996, 4.3986, -1.3468], [3.1353, 3.4712, -0.3564], [4.1655, 2.3260, -2.2944], [3.5226, 3.5132, -3.3524], [1.1518, 2.7275, -2.6404], [1.8341, 1.5002, -1.6994], [1.0048, -0.5655, -4.1363], [0.1447, 0.5905, -3.1259], [-0.3485, 0.3148, -5.8484], [-0.3309, 1.9455, -5.1447], [1.9500, 0.3957, -6.4532], [1.3831, 2.0853, -6.8719], [3.4908, 1.9329, -5.2169], [2.0008, 2.9047, -4.7999], [4.1115, 0.7392, -3.4746], [3.1153, -0.5544, -4.3128], [1.9429, -0.5176, -1.8846], [3.5496, 0.0373, -1.4234], [3.4286, -2.5682, -3.0643], [3.2900, -2.4764, -1.2093], [4.6468, -1.9598, -1.9542]],
  "forces_ev_per_a": [[-1.336, -0.027, -0.159], [-0.367, 1.390, 1.073], [-1.183, -1.043, -0.198], [0.509, -0.021, 0.303], [1.308, 0.043, 0.756], [0.177, 0.055, -0.524], [0.291, 0.121, -0.334], [0.082, -0.355, 0.338], [-0.596, 0.586, 0.456], [0.770, -0.807, -0.079], [0.644, -0.065, -0.215], [-0.123, 0.105, -0.361], [0.409, -0.295, -0.720], [-0.057, -0.738, -0.755], [0.665, 0.111, 0.994], [-0.434, 0.483, -0.462], [0.751, -0.404, -0.403], [0.991, 0.156, 1.363], [-0.466, -0.439, -0.484], [-0.210, 0.241, 0.214], [-0.414, 0.443, -0.667], [-0.304, -0.098, 0.266], [-0.435, 0.280, 0.141], [0.259, 0.092, 0.314], [0.195, 0.151, 0.136], [-0.085, -0.041, -0.307], [-0.366, 0.216, -0.054], [0.010, 0.119, 0.060], [-0.313, -0.130, 0.222], [-0.438, 0.211, -0.042], [-0.447, -1.539, 0.010], [-0.098, 0.400, -0.431], [-0.254, 0.485, 0.462], [0.216, -0.519, -0.086], [0.224, -0.421, -0.198], [-0.178, 0.326, -1.333], [0.346, 0.169, 0.029], [-0.126, -0.015, 0.324], [0.117, -0.053, 0.476], [0.058, 0.861, -0.075], [0.281, 0.056, -0.058], [0.022, 0.445, 0.413], [0.090, -0.055, 0.066], [0.330, -0.275, 0.040], [-0.315, 0.064, -0.071], [0.027, 0.060, -0.043], [0.030, -0.082, 0.172], [-0.182, 0.295, -0.039], [1.549, -0.294, -1.017], [-1.281, 0.247, 0.121], [-0.393, -0.701, 1.400], [0.896, 0.277, -0.475], [-0.596, -0.151, 1.323], [0.532, -1.248, -0.380], [-0.170, 0.130, 0.244], [0.047, 0.553, 0.298], [-0.230, 0.218, -0.466], [-0.348, -0.140, 0.485], [-0.381, 0.140, -0.009], [0.001, -0.039, 0.253], [0.163, 0.440, -0.021], [0.114, 0.257, -0.222], [-0.046, 0.094, -0.124], [0.099, 0.067, -0.547], [0.077, -0.074, -0.465], [0.082, -0.184, -0.285], [1.391, -1.134, -0.122], [0.019, -0.328, -0.238], [-0.941, -0.287, 0.461], [0.725, -0.095, -0.120], [-1.304, 0.331, -0.174], [0.781, 0.637, -0.503], [-0.225, -0.199, 0.160], [-0.353, -0.243, 0.119], [-0.304, -0.026, -0.296], [-0.182, 0.746, -0.161], [-0.669, 0.208, 0.503], [-0.434, 0.069, 0.164], [-0.008, 0.135, -0.088], [0.068, 0.222, -0.180], [0.288, -0.118, -0.113], [0.409, 0.024, 0.384], [0.398, 0.101, -0.103], [0.013, 0.035, 0.062], [0.603, -0.666, -1.114], [0.313, 0.449, 0.333], [0.750, 0.031, -0.286], [-0.330, 0.520, 0.308], [0.560, 0.337, -1.492], [0.125, -0.021, -0.896], [-0.236, -0.115, 0.419], [0.367, -0.001, 0.290], [-0.093, 0.393, -0.055], [-0.121, -0.324, -0.066], [-0.147, 0.822, 0.500], [-0.759, 0.055, 0.640], [-0.030, -0.119, -0.101], [-0.116, -0.682, -0.197], [-0.572, -0.031, 0.490], [0.045, -0.170, 0.176], [-0.342, -0.724, 0.333], [-0.061, 0.134, 0.654], [0.156, -0.120, -0.466], [-0.545, 1.019, 0.663], [-0.976, 0.060, -0.204], [0.182, -1.182, 0.927], [0.986, -0.469, -0.577], [0.086, 1.031, -0.375], [0.670, -0.111, 0.293], [-0.209, 0.038, 0.008], [0.012, -0.322, 0.034], [0.224, -0.059, 0.018], [0.205, 0.009, -0.301], [0.618, -0.221, 0.094], [0.215, 0.024, 0.186], [-0.230, 0.445, -0.724], [-0.290, 0.088, -0.050], [0.189, 0.465, -0.002], [-0.059, 0.175, -0.230], [-0.306, -0.487, 0.085], [-0.439, -0.533, -0.121], [-0.365, 0.018, 0.424], [-0.296, 0.001, -0.067], [0.773, -0.242, 0.713], [-0.323, 0.181, -0.078], [-1.615, -0.094, -0.385], [0.006, -0.217, -1.283], [1.046, 0.894, 0.055], [-0.540, -1.529, 0.298], [0.503, 0.018, 0.190], [-0.336, -0.086, 0.048], [-0.442, -0.272, -0.353], [0.100, 0.279, 0.011], [0.771, 0.344, 0.105], [0.092, -0.207, 0.117], [0.677, -0.270, 0.106], [-0.085, 0.045, 0.079], [0.291, 0.335, 0.334], [0.139, -0.035, 0.364], [-0.352, -0.063, 0.189], [-0.155, -0.076, -0.129], [-0.058, 0.012, -0.317], [0.111, 0.800, 0.218], [-0.241, 0.116, -0.099], [-0.015, 0.884, -0.814], [-1.216, -0.529, 0.289], [0.311, 0.244, -0.338], [-0.969, -0.206, 0.377], [1.046, 0.478, -0.924], [-0.285, -0.872, 0.149], [0.019, 0.338, 0.104], [0.194, -0.304, 0.875], [-1.321, 0.383, 0.095], [-1.084, -0.338, 0.774], [0.398, 0.365, -0.924], [1.099, 0.519, 1.551], [0.458, -0.358, 0.590], [0.231, -0.345, -0.184], [0.092, 0.131, 0.362], [-0.004, -0.221, -0.191], [0.388, 0.192, 0.064], [0.124, 0.169, 0.491], [-0.285, -0.010, 0.003], [0.154, 0.114, -0.541], [0.403, 0.139, 0.229], [-0.003, 0.046, 0.152], [-0.086, 0.144, -0.087], [-0.165, -0.002, 0.163], [-0.009, 0.015, -0.140], [0.027, 0.198, -0.497], [0.145, -0.266, -0.370], [0.106, 0.118, 0.103], [0.639, 0.258, -0.227], [0.406, -0.346, -0.413], [0.485, 0.141, -0.192], [0.054, -0.373, 0.102], [-0.215, -0.190, 0.391], [-0.422, -0.181, 0.083], [-0.704, -0.447, -0.545], [-0.001, 0.215, -0.690]]
}

---

{
  "formula": "CH15NO5",
  "method": "ωB97M-V/def2-TZVPD",
  "s2": 0.7508,
  "gap_ev": [3.1, 10.1],
  "energy_ev": -13007.111,
  "e_homo_ev": [0.593, -6.684],
  "total_charge": -1,
  "multiplicity": 2,
  "symbols": ["H", "O", "N", "H", "H", "H", "C", "H", "H", "H", "O", "H", "H", "O", "H", "H", "O", "H", "H", "O", "H", "H"],
  "positions_angstrom": [[1.2506, 0.6543, -0.2072], [0.7885, 1.6218, 0.2539], [1.3467, -0.6675, -0.3408], [1.3433, 2.3745, 0.4708], [1.3463, -0.8726, -1.3333], [0.4586, -1.0375, 0.0011], [2.4418, -1.3622, 0.3428], [2.0857, -1.7731, 1.2745], [2.7151, -2.2945, -0.1611], [3.1994, -0.6430, 0.5697], [-0.9810, 1.0395, 2.2054], [-1.8138, 0.9847, 1.7262], [-0.2644, 1.2435, 1.5473], [-2.9409, 0.0147, -0.9194], [-2.1462, -0.0190, -0.3637], [-2.5970, 0.1371, -1.8189], [0.2159, 1.3966, -2.5292], [-0.1832, 1.9391, -3.2121], [-0.1974, 1.5189, -1.6609], [-0.5473, -2.3200, 1.1816], [-1.4040, -2.1375, 0.7633], [-0.6231, -1.6898, 1.9277]],
  "forces_ev_per_a": [[-0.366, 0.802, 1.192], [0.000, -0.189, -0.209], [0.086, -0.622, -0.809], [0.208, -0.093, -0.257], [0.036, 0.021, -0.180], [-0.100, -0.019, 0.061], [-0.984, -0.665, 0.115], [-0.334, 0.288, 0.584], [0.626, 0.526, -0.389], [0.963, -0.007, -0.143], [0.306, -0.160, 0.411], [0.117, 0.063, -0.219], [-0.510, 0.009, -0.101], [-0.383, 0.126, -0.070], [0.187, -0.082, -0.016], [0.109, -0.070, 0.044], [0.632, -0.570, -0.309], [-0.436, 0.130, 0.332], [-0.067, 0.458, -0.108], [-0.237, 0.463, 0.649], [-0.173, -0.232, -0.464], [0.320, -0.176, -0.117]]
}